{
  "formula": "C26H47MgO2Si2",
  "method": "ωB97M-V with the def2-TZVPD basis set",
  "e_tot_ha": -1948.316150,
  "homo_ha": [-0.13821, -0.03969],
  "e_lumo_ev": [2.50, 1.59],
  "spin_multiplicity": 1,
  "total_charge": -1,
  "symbols": ["O", "C", "C", "H", "H", "C", "H", "H", "C", "H", "H", "H", "C", "H", "H", "H", "Mg", "C", "C", "C", "H", "C", "C", "H", "H", "H", "H", "C", "C", "C", "H", "C", "C", "H", "H", "H", "H", "O", "C", "C", "H", "H", "C", "H", "H", "C", "H", "H", "H", "H", "C", "Si", "C", "C", "C", "Si", "C", "C", "C", "H", "H", "H", "H", "H", "H", "H", "H", "H", "H", "H", "H", "H", "H", "H", "H", "H", "H", "H"],
  "positions_angstrom": [[-0.5334, -0.8374, -5.0388], [-0.3812, 0.4799, -5.6416], [-0.3489, -0.0011, -7.0808], [0.5522, 1.0085, -5.3707], [-1.2561, 1.1207, -5.4536], [-0.3919, -1.3809, -6.3922], [0.5662, 0.2114, -7.6292], [-1.2442, 0.3383, -7.6136], [0.8977, -2.1877, -6.5197], [1.7667, -1.6224, -6.1531], [1.0625, -2.4639, -7.5737], [0.8097, -3.1011, -5.9093], [-1.6064, -2.1947, -6.7765], [-2.5247, -1.6271, -6.5857], [-1.6173, -3.1331, -6.2084], [-1.5469, -2.4335, -7.8464], [-1.8153, -2.5689, -1.1660], [-2.9681, -1.3847, 1.2452], [-2.3646, -0.1155, 1.1914], [-2.5216, 0.4003, -0.1043], [-1.8808, 0.4337, 2.0082], [-3.1531, -0.6026, -0.9097], [-3.5094, -1.7007, -0.0381], [-4.1594, -2.5407, -0.3178], [-3.1006, -1.9779, 2.1476], [-2.3158, 1.4405, -0.3529], [-3.5445, -0.4843, -1.9193], [-0.0665, -2.4254, 1.4208], [-0.5507, -3.4507, 0.5588], [0.2482, -3.4268, -0.6480], [-1.2659, -4.2325, 0.7995], [1.1116, -2.2944, -0.5324], [0.9404, -1.7071, 0.7412], [1.5446, -0.8873, 1.1454], [-0.3893, -2.2385, 2.4436], [0.3125, -4.2312, -1.3927], [1.8371, -1.9805, -1.2780], [1.0851, 0.7415, -2.0204], [-0.1273, 0.1954, -2.5857], [-1.1715, 1.2934, -2.8590], [-0.5090, -0.6560, -1.9817], [0.1897, -0.2404, -3.5345], [-0.2915, 2.5377, -2.8743], [-1.8638, 1.3333, -2.0362], [-1.7943, 1.2238, -3.7496], [0.8483, 2.1462, -1.9346], [-0.7815, 3.4424, -2.4970], [0.0705, 2.7283, -3.9118], [0.5453, 2.3483, -0.8893], [1.8073, 2.6130, -2.1853], [0.4973, 1.7021, 7.0641], [0.0913, 0.4815, 5.6578], [0.7933, -1.2057, 6.1356], [-1.7864, 0.3586, 5.5324], [0.6817, 0.9688, 3.9605], [2.2364, 1.8843, 3.5126], [3.7984, 0.8898, 3.9642], [2.1679, 2.1598, 1.6302], [2.4252, 3.5844, 4.3464], [-0.1049, 1.4403, 7.9488], [0.2326, 2.7363, 6.7987], [1.5460, 1.7172, 7.4014], [1.0674, -1.1469, 7.1966], [0.0499, -2.0092, 6.0417], [1.6855, -1.5226, 5.5755], [-2.2398, 1.3285, 5.2875], [-2.1387, -0.3606, 4.7807], [-2.1835, 0.0436, 6.5081], [0.2565, 0.4022, 3.1091], [4.0740, 0.2198, 3.1351], [4.6144, 1.6155, 4.1082], [3.7268, 0.2797, 4.8795], [1.7291, 3.1449, 1.4047], [3.1936, 2.1469, 1.2313], [1.5803, 1.4045, 1.0916], [2.0752, 4.3606, 3.6479], [1.8476, 3.6770, 5.2774], [3.4826, 3.7912, 4.5825]],
  "forces_ev_per_a": [[0.10, 0.62, -2.44], [0.06, 1.26, 0.20], [-0.01, -0.22, 0.71], [-0.46, -0.35, 0.41], [0.52, -0.21, 0.10], [-0.25, -0.95, -0.74], [-0.08, 0.02, -0.07], [0.27, -0.51, -0.17], [-0.10, -0.09, 0.16], [-0.27, -0.06, -0.14], [-0.03, 0.04, 0.33], [0.08, 0.27, -0.23], [0.07, -0.33, 0.03], [0.17, -0.18, 0.00], [-0.21, 0.20, -0.06], [-0.07, 0.00, 0.14], [0.25, -0.09, -0.31], [-0.80, 0.07, -0.14], [-0.49, 0.10, 0.05], [-0.37, -0.76, 0.01], [-0.24, -0.41, -0.28], [-0.52, 0.69, 0.53], [0.13, 0.81, 0.68], [0.33, 0.39, 0.22], [0.25, -0.05, -0.28], [0.16, -0.48, -0.04], [0.16, 0.06, 0.20], [0.11, -0.33, -0.50], [1.06, -0.19, 0.45], [0.23, 0.52, 0.36], [0.11, 0.09, 0.15], [0.16, -0.49, 0.11], [-0.02, -0.52, -0.16], [-0.43, -0.25, -0.24], [-0.14, 0.03, -0.35], [-0.16, 0.57, 0.30], [-0.17, -0.02, 0.12], [-1.38, 0.74, -0.31], [0.22, -1.39, -1.10], [0.40, 0.32, 0.86], [0.28, 0.83, -0.05], [-0.04, 0.02, 0.88], [0.42, 0.21, -0.47], [-0.03, 0.11, 0.07], [0.33, -0.47, 0.12], [0.49, -0.06, 0.60], [-0.02, -0.11, -0.20], [-0.09, 0.01, 0.69], [0.25, 0.33, -0.34], [-0.21, 0.30, 0.29], [0.04, 0.17, -0.01], [-0.43, -0.04, -0.49], [0.12, -0.23, 0.23], [-0.15, 0.03, 0.36], [0.46, -0.15, 0.20], [-0.09, 0.00, -0.54], [0.02, -0.04, -0.06], [0.31, 0.18, 0.23], [-0.07, 0.05, 0.03], [0.09, -0.02, -0.25], [0.01, -0.25, 0.01], [-0.23, -0.12, -0.28], [0.04, -0.13, -0.08], [0.11, 0.24, -0.08], [-0.26, 0.23, 0.10], [0.13, -0.15, 0.06], [0.26, 0.12, 0.11], [-0.07, 0.04, -0.16], [0.05, 0.26, 0.47], [-0.08, 0.15, 0.26], [-0.11, -0.26, -0.07], [-0.10, 0.26, -0.28], [0.13, -0.26, 0.05], [-0.26, 0.06, -0.08], [0.18, 0.07, 0.21], [0.07, -0.16, 0.27], [0.16, -0.03, -0.23], [-0.35, -0.06, -0.10]],
  "mulliken_charge": [-0.58, -0.26, -0.84, 0.18, 0.22, 1.56, 0.30, 0.30, -1.73, 0.37, 0.40, 0.37, -1.72, 0.37, 0.36, 0.39, 1.06, -0.52, -0.18, -0.68, 0.52, -0.68, -1.13, 0.54, 0.40, 0.56, 0.62, -0.48, -1.01, -0.77, 0.61, -0.99, -0.08, 0.50, 0.40, 0.65, 0.38, -0.49, 1.46, -0.14, -1.46, 0.11, -0.49, -0.16, 0.20, -0.38, 0.39, 0.12, 0.02, 0.39, -1.15, 0.32, -1.17, -0.97, -0.33, 0.45, -1.16, -0.60, -1.06, 0.31, 0.32, 0.32, 0.37, 0.37, 0.34, 0.29, 0.24, 0.30, 0.53, 0.32, 0.33, 0.34, 0.41, 0.37, -0.30, 0.29, 0.21, 0.32]
}

=====

{
  "formula": "CH4N2OS",
  "method": "ωB97M-V with the def2-TZVPD basis set",
  "e_tot_ha": -623.286694,
  "homo_ha": -0.31882,
  "e_lumo_ev": 0.83,
  "spin_multiplicity": 1,
  "symbols": ["C", "N", "N", "O", "S", "H", "H", "H", "H"],
  "positions_angstrom": [[-1.2642, -0.4428, -1.1022], [-1.4098, -1.4439, -0.5700], [1.3867, 1.1384, -0.0221], [1.2188, 0.3381, 1.1254], [-0.1078, 0.6314, 2.0289], [-0.0085, 1.9756, 2.0868], [-1.7536, -2.2019, -0.0554], [1.9150, 0.5290, -0.5781], [1.9388, 1.9136, 0.3725]],
  "forces_ev_per_a": [[0.42, 2.22, -1.39], [-0.32, -1.48, 0.78], [-1.24, 1.72, 1.15], [0.68, -1.01, 0.85], [-0.79, 0.36, -0.02], [0.06, -0.06, 0.20], [-0.16, -0.81, 0.50], [1.18, -0.54, -1.18], [0.17, -0.41, -0.89]],
  "nbo_charge": [0.30, -0.74, -0.50, -0.57, 0.31, 0.08, 0.44, 0.35, 0.34]
}

=====

{
  "formula": "C21H18IN5O",
  "method": "ωB97M-V with the def2-TZVPD basis set",
  "e_tot_ha": -1457.623121,
  "homo_ha": -0.33259,
  "e_lumo_ev": -0.05,
  "spin_multiplicity": 1,
  "symbols": ["I", "N", "N", "N", "N", "O", "C", "C", "C", "C", "C", "C", "C", "C", "C", "C", "C", "C", "C", "C", "C", "C", "C", "C", "N", "C", "C", "C", "H", "H", "H", "H", "H", "H", "H", "H", "H", "H", "H", "H", "H", "H", "H", "H", "H", "H"],
  "positions_angstrom": [[-0.6798, 2.8537, -1.3292], [-3.7768, -0.4988, -3.1714], [-3.1342, 0.1795, -2.3120], [-3.9416, -1.7917, -2.7644], [3.7868, 3.8882, -1.1151], [1.0212, 2.3584, 1.5543], [-3.3701, -1.7918, -1.5138], [4.2005, 3.5952, 0.1491], [2.5313, 3.6506, -1.5043], [-3.6470, -5.4553, -0.5768], [-3.3074, -5.5182, 0.7134], [3.2294, 3.1418, 1.0343], [-3.7676, -4.2718, -1.2408], [-0.1520, -2.3222, 0.9552], [-1.9198, -0.9066, 1.5079], [-2.6569, -4.3482, 1.2901], [0.7905, -1.4382, 1.2946], [-1.0324, 0.1046, 1.8544], [1.5279, 3.1804, -0.6320], [1.9378, 2.9521, 0.6886], [-3.2579, -3.0701, -0.6971], [-1.4714, -2.1488, 0.8992], [-2.4734, -3.2064, 0.4941], [0.3893, -0.0971, 1.7400], [-2.8117, -0.5755, -1.2799], [5.6671, 3.6802, 0.4903], [2.1187, 4.1507, -2.7979], [1.3584, 0.9909, 1.9598], [-4.0596, -6.2678, -1.1103], [-3.4515, -6.4875, 1.2851], [3.3147, 2.9869, 2.1234], [-4.2043, -4.2472, -2.2208], [0.2216, -3.2953, 0.4909], [-2.9469, -0.7053, 1.6098], [-2.2946, -4.4228, 2.3367], [1.8727, -1.5506, 1.2736], [-1.5062, 1.0736, 2.1275], [-2.4335, -0.1948, -0.4267], [6.1952, 4.2642, -0.3245], [5.8874, 4.1013, 1.4120], [6.0664, 2.6906, 0.4579], [1.6855, 5.1519, -2.6892], [3.0918, 4.3102, -3.3546], [1.4368, 3.4380, -3.3915], [1.6142, 1.1793, 3.0568], [2.3515, 0.6897, 1.6528]],
  "forces_ev_per_a": [[2.57, 0.23, 0.92], [-0.04, -0.88, -0.06], [0.30, 2.01, -0.58], [1.27, 1.32, 2.92], [0.95, -0.66, 0.82], [0.36, -0.48, -0.58], [0.04, -2.10, -1.23], [-1.33, 0.08, -0.96], [-1.41, 0.27, 1.89], [-1.49, -0.20, -1.31], [1.72, 0.47, 3.36], [1.02, 0.30, 2.23], [0.63, 2.53, -0.13], [2.09, -4.82, -2.61], [1.66, -1.26, -1.05], [-0.51, -1.71, -0.53], [1.04, 5.58, 2.05], [0.84, 0.20, -0.21], [-0.44, -0.15, 0.00], [-3.06, -1.66, -1.85], [0.84, -0.25, -0.40], [-3.89, 2.45, 2.48], [-0.34, 0.43, 0.05], [-2.35, -1.94, -1.19], [-1.57, -1.87, -0.58], [-0.33, 0.61, -3.15], [0.97, -0.18, -3.23], [1.71, 1.56, 2.86], [-0.20, -1.18, -0.19], [0.39, 1.51, -0.58], [0.97, 0.00, -0.56], [-0.19, 0.10, -0.23], [-0.39, 1.13, 0.84], [-1.29, 0.07, 0.13], [0.02, 0.27, -0.99], [-0.30, -0.68, -0.33], [0.86, -0.68, 0.02], [0.27, 0.09, -0.14], [-0.65, -0.61, 0.96], [0.16, 0.82, 1.82], [0.38, -0.79, 0.05], [-0.31, -0.33, -0.09], [-1.23, -0.19, 0.16], [0.99, 1.27, 1.00], [-0.91, -0.78, -0.83], [0.18, 0.09, -0.97]],
  "nbo_charge": [0.10, -0.06, -0.07, -0.29, -0.45, -0.52, 0.30, 0.26, 0.16, -0.24, -0.18, -0.34, -0.15, -0.15, -0.24, -0.20, -0.20, -0.20, -0.11, 0.28, -0.08, -0.06, -0.03, -0.04, -0.36, -0.65, -0.66, -0.10, 0.22, 0.23, 0.23, 0.24, 0.21, 0.22, 0.23, 0.22, 0.24, 0.45, 0.24, 0.22, 0.23, 0.24, 0.24, 0.24, 0.20, 0.20]
}

=====

{
  "formula": "O3S2",
  "method": "ωB97M-V with the def2-TZVPD basis set",
  "e_tot_ha": -1022.001766,
  "homo_ha": -0.38708,
  "e_lumo_ev": -1.65,
  "spin_multiplicity": 1,
  "symbols": ["O", "O", "O", "S", "S"],
  "positions_angstrom": [[1.0130, -1.2312, -0.3098], [1.0130, 1.2312, -0.3098], [-0.6856, 0.0000, 1.1086], [-1.6739, 0.0000, -0.3672], [0.3336, 0.0000, -0.1218]],
  "forces_ev_per_a": [[-0.10, -0.12, 0.09], [-0.10, 0.12, 0.09], [0.77, 0.00, 0.13], [-0.01, 0.00, -0.50], [-0.55, 0.00, 0.19]],
  "nbo_charge": [-0.85, -0.85, -0.76, 0.25, 2.20]
}

=====

Q: Number 3 is which compound?
A: C21H18IN5O